Version i
Molecular formula: C14H25N3O2
Method: DFT, wB97M-V/def2-TZVPD

Values from the calculation:
* orbital gap: 8.5 eV
* lowest unoccupied orbital energy: 0.46 eV
* highest occupied orbital energy: -8.09 eV

ORCA input file:
```
! RIJCOSX wB97M-V def2-TZVPD def2/J DEFGRID3
* xyz 0 1
C 1.59 0.46 -0.33
N 0.28 0.83 -0.32
C -0.52 0.36 -1.05
H 0.26 5.89 -2.31
H 1.04 4.26 -0.48
H -0.97 -4.23 -1.70
H 1.52 -0.48 -0.84
H 3.42 -0.30 0.79
H 1.12 2.54 1.12
N -2.25 -3.59 3.63
C -0.88 -0.91 -0.90
H 2.33 1.17 1.66
C 1.86 -2.33 1.37
H -0.30 -1.95 -2.84
C -1.04 -3.02 -1.09
C 2.16 0.26 1.06
H -1.60 1.03 -0.98
H 1.15 -3.07 2.02
H 2.16 1.05 -0.92
H 1.91 -0.82 3.03
C 0.65 3.15 -0.94
H -1.19 4.51 -0.92
H -1.39 3.02 -2.08
C -0.31 4.80 -2.79
C 0.26 2.29 0.13
H 2.98 -2.56 1.47
N -2.11 -2.99 2.35
H -3.46 -3.43 3.73
H 1.26 2.79 -1.73
H -0.61 2.48 0.43
C -0.61 -2.02 -1.97
H 1.62 -2.39 0.51
H -2.19 -4.53 3.44
C -0.67 3.70 -1.70
H -0.38 0.69 -2.26
C 1.65 -0.94 1.82
O -1.20 -1.49 0.21
C -1.37 -2.77 0.15
H -1.99 -1.96 2.27
C -1.92 -3.49 1.31
O -1.74 -4.93 1.09
H 0.42 -0.73 1.66
H -1.25 5.24 -3.45
H 0.34 4.41 -3.66
*
```

=====

Version ii
Molecular formula: C14H25N3O2
Method: DFT, wB97M-V/def2-TZVPD

Values from the calculation:
* structure (SMILES): CCCCN(CCCC)Cc1ccc(C(=O)NN)o1
* orbital gap: 9.3 eV
* lowest unoccupied orbital energy: 0.82 eV
* highest occupied orbital energy: -8.44 eV

ORCA input file:
```
! RIJCOSX wB97M-V def2-TZVPD def2/J DEFGRID3
* xyz 0 1
C 1.48 2.60 -0.01
H 1.96 2.00 -0.79
C -0.54 1.09 -0.19
H -6.12 -0.60 -0.61
O 1.50 -1.25 -0.17
H 2.11 3.77 1.70
H -5.22 -1.28 0.74
O 5.03 -1.42 0.36
C 2.66 -1.45 0.49
H -2.69 0.27 -1.69
C -3.44 0.12 -0.91
H -3.43 -2.04 -0.85
H 0.95 3.42 -0.50
H -5.86 -2.35 -0.51
C 3.95 -1.21 -0.16
C -2.76 0.29 0.47
H -2.94 1.30 0.84
H -0.96 -1.52 -0.86
H 2.95 -0.64 -1.89
C 0.99 -1.88 1.90
H -3.21 -0.41 1.18
C 0.49 1.73 0.75
H 3.12 2.36 1.37
H -4.35 -1.35 -2.18
H 0.42 -2.14 2.76
C 2.56 3.17 0.91
C 0.49 -1.50 0.68
H 5.29 0.45 -2.18
H 3.13 -2.09 2.53
H 3.25 3.80 0.35
C 2.40 -1.85 1.78
C -4.12 -1.24 -1.12
N 3.84 -0.68 -1.41
N 4.97 -0.52 -2.23
C -5.41 -1.38 -0.32
H -0.03 2.32 1.50
H -1.20 1.87 -0.58
H -0.02 0.65 -1.05
N -1.33 0.08 0.51
H 5.71 -1.10 -1.83
C -0.91 -1.28 0.22
H -1.57 -1.96 0.77
H 1.03 0.95 1.28
H -4.19 0.90 -1.04
*
```

=====

According to the calculations, the structures order from most to least stable as version ii, version i.